Entry 1:
DFT (the ωB97M-V functional and the def2-TZVPD basis) results for 18 unconnected molecules or ions with the total composition C35H27Cl51F13NO6S.

Last column: Löwdin charge in e.
CARTESIAN COORDINATES (ANGSTROEM)
O  6.37657  -4.64567  2.56559  0.10
C  6.58613  -3.97861  1.57879  -0.50
O  6.67048  -4.54259  0.35082  0.07
C  6.80514  -2.47752  1.68993  -0.07
C  5.73012  -1.84941  2.60652  -0.13
C  5.34842  -0.39615  2.16809  -0.11
C  4.01435  -0.41569  1.48031  -0.16
C  2.83998  -0.39639  2.17907  -0.03
C  1.63467  -0.40539  1.58652  -0.10
C  1.51702  -0.43724  0.21289  -0.19
S  -0.08699  -0.45435  -0.54355  0.79
O  -0.12090  -0.73524  -1.93164  -0.21
O  -0.72232  0.77862  -0.18719  -0.29
C  -1.13651  -1.76163  0.29417  -0.48
F  -2.36146  -1.50046  -0.13490  0.09
F  -1.08775  -1.59402  1.61251  0.13
C  -0.80131  -3.21375  -0.16933  -0.38
F  -1.45608  -3.41292  -1.31689  0.15
F  0.50392  -3.36377  -0.45472  0.15
C  -1.19210  -4.32657  0.84326  -0.34
F  -0.79327  -5.51188  0.31319  0.06
F  -0.56188  -4.19682  2.00886  0.18
C  -2.71620  -4.53815  1.11107  -0.56
F  -3.35334  -5.01043  0.06206  0.13
F  -2.78067  -5.50653  2.03777  0.17
F  -3.34195  -3.49308  1.62625  0.11
C  2.66829  -0.44129  -0.51074  -0.02
C  3.91207  -0.44774  0.12435  -0.01
C  5.01775  -0.48818  -0.92692  -0.27
O  6.18076  -0.22563  -0.84724  0.11
N  4.31436  -0.96396  -2.07146  0.12
C  4.52124  -2.31745  -2.44426  -0.45
F  3.59272  -2.74238  -3.28524  0.18
F  4.44050  -3.09382  -1.31139  0.12
C  5.95574  -2.51335  -3.03293  -0.28
F  6.79968  -2.95630  -2.08664  0.10
F  6.43621  -1.36108  -3.51818  0.11
C  2.97956  -0.41913  -2.01072  -0.27
O  2.39884  -0.00380  -2.96412  0.20
H  5.89800  -5.10802  0.20687  0.06
H  7.81263  -2.33591  2.08814  0.14
H  6.76045  -2.04721  0.68765  0.10
H  4.83247  -2.46673  2.55322  0.12
H  6.12267  -1.79511  3.62030  0.12
H  5.31652  0.21768  3.07286  0.12
H  6.11036  0.06442  1.53905  0.05
H  2.88134  -0.35653  3.26192  0.14
H  0.74545  -0.37248  2.22302  0.05
H  5.94044  -3.24787  -3.83430  0.17
C  -1.84537  4.09302  -1.64861  -1.52
Cl  -3.21866  4.30934  -0.56101  0.53
Cl  -2.12370  4.93549  -3.17278  0.50
Cl  -0.36169  4.67329  -0.88659  0.51
H  -1.73615  3.03450  -1.85256  0.01
C  8.29127  1.77673  -1.04423  -1.54
Cl  9.84649  0.94989  -0.95525  0.54
Cl  7.60453  1.98716  0.56907  0.56
Cl  8.45624  3.33502  -1.85623  0.53
H  7.61269  1.16108  -1.62130  -0.02
C  -4.04179  8.85584  -3.23358  -1.53
Cl  -4.05383  10.41213  -2.39376  0.50
Cl  -3.47927  7.57627  -2.15786  0.50
Cl  -5.63894  8.46992  -3.87019  0.51
H  -3.35395  8.92588  -4.06718  0.01
C  3.31557  4.61563  0.57822  -1.53
Cl  5.02630  5.03321  0.55695  0.54
Cl  3.04709  3.17302  1.57181  0.54
Cl  2.33101  5.95554  1.16594  0.49
H  3.01213  4.38859  -0.43640  0.01
C  -0.45900  -7.96643  -2.58802  -1.53
Cl  -1.25229  -8.91570  -1.32351  0.57
Cl  -0.62437  -6.23753  -2.25283  0.60
Cl  1.23509  -8.43189  -2.72901  0.52
H  -0.94532  -8.18142  -3.53161  0.01
C  1.95657  -6.78313  -6.67955  -1.55
Cl  0.90909  -6.38438  -5.31474  0.52
Cl  1.30530  -6.12326  -8.17926  0.53
Cl  3.60193  -6.20620  -6.41701  0.52
H  1.99324  -7.86108  -6.77217  0.01
C  -0.90317  2.45280  2.15484  -1.53
Cl  0.11130  1.55405  3.29422  0.61
Cl  -2.59678  2.00187  2.34013  0.55
Cl  -0.66085  4.17898  2.34371  0.52
H  -0.58964  2.18670  1.15431  -0.04
C  -4.72446  -7.94909  -1.73901  -1.55
Cl  -5.37600  -8.44252  -0.17246  0.54
Cl  -5.48825  -8.85817  -3.04506  0.53
Cl  -4.93170  -6.21602  -1.97881  0.57
H  -3.66594  -8.16819  -1.74713  -0.07
C  6.07335  -8.04596  2.24733  -1.54
Cl  5.16165  -9.31574  3.06509  0.53
Cl  7.73512  -8.55668  1.95610  0.54
Cl  5.28617  -7.59724  0.72929  0.55
H  6.09232  -7.16979  2.88468  0.00
C  -9.24600  -8.87398  1.05037  -1.55
Cl  -10.57771  -7.89679  0.43335  0.53
Cl  -9.29082  -8.94776  2.81210  0.53
Cl  -9.29163  -10.49907  0.35674  0.54
H  -8.31516  -8.40755  0.75241  -0.02
C  -10.35558  -13.81425  -0.83578  -1.57
Cl  -11.18942  -14.94911  0.22704  0.53
Cl  -8.81763  -14.48455  -1.38460  0.52
Cl  -11.37379  -13.37830  -2.20895  0.52
H  -10.14807  -12.91447  -0.27191  -0.06
C  3.03823  9.91567  0.22615  -1.54
Cl  2.17970  9.42104  1.68888  0.49
Cl  4.68202  10.42369  0.61518  0.53
Cl  3.05448  8.61136  -0.96186  0.52
H  2.51415  10.75971  -0.20404  0.01
C  -5.37717  6.05737  -7.18575  -1.54
Cl  -6.74840  6.25238  -6.09179  0.51
Cl  -5.65366  6.92754  -8.69498  0.53
Cl  -3.87465  6.59580  -6.42463  0.51
H  -5.27676  5.00469  -7.41570  0.01
C  -6.05572  -1.24103  2.47164  -1.52
Cl  -5.73486  -1.61863  4.16627  0.53
Cl  -4.54721  -1.11449  1.56662  0.60
Cl  -7.11143  -2.45909  1.75121  0.53
H  -6.56150  -0.28525  2.42752  0.01
C  -5.52275  12.41048  0.54617  -1.55
Cl  -4.49512  13.01716  -0.75403  0.49
Cl  -5.35980  13.41313  1.98967  0.52
Cl  -7.20597  12.33312  0.02535  0.53
H  -5.19768  11.40719  0.79193  0.01
C  0.12993  11.99780  4.01943  -1.54
Cl  1.19808  12.54631  2.73018  0.51
Cl  0.26034  13.05764  5.42782  0.55
Cl  -1.53926  11.91757  3.45553  0.53
H  0.43724  11.00245  4.31499  0.01
C  -1.46808  12.80416  8.73114  -1.57
Cl  -1.49704  14.37727  9.53106  0.52
Cl  -0.93740  11.54382  9.84752  0.52
Cl  -3.05057  12.41600  8.05524  0.52
H  -0.75876  12.85296  7.91588  -0.06

Output
- HOMO-LUMO gap: 9.44 eV
- HOMO: -10.80 eV
- Electronic energy: -735311.62076 eV
- E_LUMO: -0.050 Eh
- Largest force on an atom: 2.3 eV Å⁻¹

***

Entry 2:
DFT (the ωB97M-V functional and the def2-TZVPD basis) results for 2 unconnected molecules or ions with the total composition C5H7N3OS.

Last column: Löwdin charge in e.
CARTESIAN COORDINATES (ANGSTROEM)
C  -2.39713  0.00141  0.42520  -0.22
C  1.02930  2.31248  -0.32925  0.01
C  0.94924  0.99494  -0.36019  -0.04
C  1.78884  -0.09726  0.12071  -0.67
C  -2.03584  -1.42390  0.92490  -0.40
N  -1.79007  0.42825  -0.58328  -0.08
N  -0.77121  -0.38391  -1.05328  -0.39
N  2.57389  -0.67026  -0.83846  0.18
O  1.80812  -0.29935  1.30022  0.08
S  -0.78847  -1.86977  -0.32785  0.89
H  -3.26016  0.66276  0.88245  0.15
H  0.36597  3.18017  -0.76598  0.10
H  1.95972  2.71324  0.13065  0.07
H  -1.62633  -1.32013  1.91915  0.06
H  -2.94975  -2.05396  0.96958  0.08
H  2.21143  -0.64651  -1.78886  0.11
H  2.93247  -1.52821  -0.62571  0.06

Output
- HOMO-LUMO gap (alpha / beta): 7.88 / 7.33 eV
- ΔE to the lowest compared entry with this formula, charge and spin: 5.3318 eV
- HOMO (alpha / beta): -8.07 / -7.99 eV
- Electronic energy: -22646.33124 eV
- E_LUMO (alpha / beta): -0.007 / -0.024 Eh
- Largest force on an atom: 3.1 eV Å⁻¹

***

Entry 3:
DFT (the ωB97M-V functional and the def2-TZVPD basis) results for a molecular structure, C42H40N8OPbS.

Last column: Löwdin charge in e.
CARTESIAN COORDINATES (ANGSTROEM)
Pb  -10.83302  6.62099  15.10284  1.39
C  -7.99699  7.69643  13.65752  -0.15
N  -8.23383  6.36347  14.17528  -0.21
C  -7.54278  6.09608  15.44003  -0.12
C  -7.97483  7.05706  16.57782  -0.24
C  -7.16144  7.15562  17.71145  0.00
C  -7.49406  8.02263  18.76973  -0.02
C  -8.66550  8.74618  18.69659  -0.04
C  -9.42763  8.65135  17.52632  -0.10
N  -9.05663  7.90239  16.46159  -0.05
C  -7.99112  5.23206  13.24960  -0.10
C  -9.01733  4.14631  13.26664  -0.26
C  -8.75378  2.97633  12.51660  0.00
C  -9.72451  1.99793  12.50926  -0.05
C  -10.89990  2.13857  13.23797  -0.04
C  -11.07575  3.30837  13.93531  -0.14
N  -10.15735  4.27984  13.91837  0.02
C  -8.96621  8.04321  12.54803  -0.26
C  -8.51426  8.68710  11.38654  0.00
C  -9.44534  9.05402  10.41013  -0.02
C  -10.78578  8.61532  10.52569  -0.03
C  -11.11319  7.85743  11.64123  -0.14
N  -10.26665  7.70129  12.67954  -0.02
H  -6.98363  7.78182  13.26407  0.14
H  -8.06604  8.43301  14.49037  0.13
H  -6.43774  6.16300  15.42115  0.14
H  -7.81111  5.10267  15.74983  0.13
H  -6.21271  6.64344  17.72516  0.12
H  -6.91257  8.04059  19.69443  0.13
H  -9.04775  9.30331  19.52638  0.11
H  -10.28209  9.28270  17.38132  0.11
H  -7.04977  4.80584  13.48771  0.12
H  -7.92680  5.63346  12.24106  0.14
H  -7.76039  2.87422  11.99853  0.14
H  -9.57916  1.01543  11.96721  0.14
H  -11.57692  1.29979  13.25978  0.11
H  -11.99645  3.48951  14.43765  0.08
H  -7.51515  9.05846  11.39259  0.11
H  -9.17683  9.68682  9.57620  0.12
H  -11.47222  8.87116  9.71666  0.12
H  -12.06520  7.33073  11.70234  0.11
C  -18.19860  8.37285  14.80082  0.01
N  -18.05224  6.99028  15.31865  -0.03
C  -19.05977  6.17245  15.92730  0.03
C  -18.56975  4.94969  16.10497  0.00
N  -17.22779  4.93793  15.74990  0.03
C  -16.91607  6.18900  15.25330  -0.46
S  -15.58849  6.43042  14.22560  1.12
C  -16.30322  3.89573  15.96980  -0.28
C  -16.81636  2.59139  15.92125  0.01
C  -15.93546  1.53135  16.17783  -0.02
C  -14.63679  1.83591  16.60967  -0.03
C  -14.19754  3.14600  16.58312  -0.10
N  -15.04443  4.15538  16.32798  0.13
H  -19.22472  8.43333  14.38265  0.11
H  -17.48435  8.59807  13.96980  0.10
H  -18.00244  9.17566  15.53947  0.11
H  -20.03258  6.48853  16.19853  0.13
H  -18.99819  4.17550  16.67027  0.13
H  -17.86485  2.45587  15.65106  0.12
H  -16.33522  0.49834  16.20116  0.13
H  -13.88087  1.11351  16.87920  0.12
H  -13.18467  3.40461  16.82439  0.08
N  -11.05708  4.86085  16.78075  -0.08
C  -11.15281  4.81873  18.01566  -0.39
C  -10.82867  3.44838  18.69912  -0.20
C  -11.21743  3.25153  19.99062  -0.06
C  -10.79707  2.13105  20.70150  -0.08
C  -9.96016  1.18183  20.15107  -0.09
C  -9.57415  1.37037  18.81309  -0.08
C  -10.08921  2.45819  18.09407  -0.07
C  -11.76385  5.89448  18.91463  -0.19
C  -11.08565  6.41321  20.01872  -0.07
C  -11.60506  7.43710  20.76278  -0.09
C  -12.87623  7.94042  20.50322  -0.06
C  -13.56737  7.41814  19.41551  -0.08
C  -13.01387  6.44281  18.59966  -0.04
H  -11.88762  3.96639  20.47768  0.12
H  -11.09247  1.98970  21.74005  0.11
H  -9.60769  0.29054  20.70409  0.12
H  -8.84854  0.68122  18.31029  0.12
H  -9.87358  2.62338  17.02132  0.10
H  -10.12308  6.00907  20.28912  0.12
H  -11.05341  7.84243  21.59167  0.11
H  -13.33316  8.69549  21.13826  0.11
H  -14.52231  7.78123  19.14509  0.09
H  -13.51374  6.12847  17.68210  0.09
C  -13.71156  8.46423  14.13720  -0.08
C  -14.91633  7.90178  14.94308  -0.71
O  -15.35339  8.40502  15.95443  0.05
H  -13.23754  9.12425  14.84988  0.08
H  -14.12871  9.04066  13.27837  0.11
H  -13.03422  7.66714  13.82921  -0.04

Output
- HOMO-LUMO gap: 5.79 eV
- ΔE to the lowest compared entry with this formula, charge and spin: 1.5860 eV
- HOMO: -11.15 eV
- Electronic energy: -74240.12813 eV
- E_LUMO: -0.197 Eh
- Charge: +2
- Largest force on an atom: 3.1 eV Å⁻¹

***

Entry 4:
DFT (the ωB97M-V functional and the def2-TZVPD basis) results for 2 unconnected molecules or ions with the total composition C4H12S3.

Last column: Löwdin charge in e.
CARTESIAN COORDINATES (ANGSTROEM)
C  -1.22853  -0.72235  1.42807  -0.20
C  -1.42799  -0.04688  0.09525  -0.61
S  -0.92055  1.73777  0.23459  0.38
S  -2.20063  2.58076  -1.18411  0.29
H  -2.02290  -0.46238  2.13034  0.07
H  -0.27490  -0.45206  1.88203  0.04
H  -1.25927  -1.81227  1.34753  0.07
H  -2.46829  -0.03289  -0.21912  0.04
H  -0.83960  -0.49382  -0.70217  0.04
H  -1.41268  2.47257  -2.27766  -0.20
C  1.83849  -3.45416  -0.44410  -0.19
C  2.37292  -2.52042  0.62686  -0.60
S  2.23564  -0.78055  0.01887  0.67
H  2.20805  -3.11007  -1.41462  0.06
H  0.75357  -3.48277  -0.46207  0.07
H  2.25129  -4.45778  -0.34392  0.07
H  1.82970  -2.58928  1.56758  0.06
H  3.41066  -2.70109  0.89189  0.06
H  2.39200  -0.20960  1.23861  -0.13

Output
- HOMO-LUMO gap: 9.56 eV
- ΔE to the lowest compared entry with this formula, charge and spin: 0.1186 eV
- HOMO: -8.98 eV
- Electronic energy: -36848.25954 eV
- SMILES string: CCSS.CCS
- E_LUMO: 0.021 Eh
- Largest force on an atom: 1.0 eV Å⁻¹